Record 1
6
Properties=species:S:1:pos:R:3 method="wB97M-V/def2-TZVPD" e_above_lowest_ev=2.9774 homo_energy_ha="-0.317 / -0.317"
C 0.345 -0.852 -0.344
F -0.170 -1.313 0.798
F 3.393 -0.162 -0.836
S 2.793 0.250 0.580
H -0.070 0.283 -0.568
H 0.899 -1.512 -1.015

=====

Record 2
64
Properties=species:S:1:pos:R:3 method="wB97M-V/def2-TZVPD" charge=+2 e_above_lowest_ev=1.9676 homo_energy_ha=-0.556
C 0.099 -0.205 -3.982
I -2.281 0.179 -3.046
H 1.098 -0.140 -3.517
H 0.059 0.590 -4.721
H 0.023 -1.173 -4.474
Sc 0.116 -0.146 -1.686
P 0.315 2.473 -1.716
C -1.055 3.668 -1.617
C 1.557 3.204 -0.590
H 1.705 4.244 -0.893
H 1.101 4.035 -3.356
H 2.492 2.645 -0.682
H 1.993 2.476 -3.474
H -1.443 3.727 -0.592
H 1.216 3.155 0.449
C 1.009 2.943 -3.348
H -0.662 4.640 -1.930
H 0.350 2.605 -4.155
H -1.867 3.354 -2.286
P 0.399 -2.775 -1.424
C -0.886 -4.058 -1.200
C 1.232 -3.424 -2.926
H 2.571 -2.855 -0.323
H 1.677 -4.404 -0.182
H 1.238 -3.020 0.865
C 1.594 -3.312 -0.132
H 2.231 -2.982 -3.015
H 1.303 -4.514 -2.823
H -0.427 -5.028 -1.434
H -1.719 -3.856 -1.885
H 0.649 -3.163 -3.816
H -1.262 -4.059 -0.170
Cl 2.542 -0.185 -1.768
C -2.416 2.002 1.340
C -0.991 1.845 1.874
C -0.977 1.989 3.400
P -0.118 0.330 1.194
C 1.384 0.222 2.297
C 1.226 -0.635 3.550
C 2.654 -0.204 1.559
C -1.236 -1.138 1.492
C -1.967 -1.192 2.833
C -2.259 -1.215 0.349
H -3.106 1.312 1.844
H -2.490 1.852 0.253
H -2.769 3.023 1.554
H -0.380 2.672 1.466
H -1.520 1.173 3.883
H 0.032 2.019 3.817
H -1.480 2.925 3.666
H 1.523 1.274 2.595
H 0.994 -1.680 3.309
H 2.191 -0.642 4.072
H 0.479 -0.255 4.253
H 2.867 0.433 0.694
H 3.499 -0.120 2.263
H 2.610 -1.243 1.206
H -0.568 -2.019 1.431
H -2.717 -0.397 2.922
H -2.511 -2.142 2.929
H -1.310 -1.125 3.701
H -1.887 -0.905 -0.664
H -2.617 -2.248 0.218
H -3.108 -0.553 0.552

=====

Record 3
31
Properties=species:S:1:pos:R:3 method="wB97M-V/def2-TZVPD" e_above_lowest_ev=2.6007 smiles="CC1(C)CC/C(=N/O)[C@@H]1O.CC(=O)O" homo_energy_ha=-0.360
C -2.176 -1.462 -0.384
C -1.571 -0.069 -0.352
C -2.597 0.763 -1.170
C -1.250 0.485 1.037
C 0.030 -0.274 1.415
C 0.594 -0.790 0.074
N 1.641 -1.454 0.049
O 2.078 -1.973 -1.148
C -0.195 -0.106 -1.042
O 0.181 1.201 -1.257
H -3.291 -1.521 -0.447
H -1.943 -1.993 0.509
H -1.676 -1.969 -1.304
H -2.182 1.716 -1.534
H -3.374 1.121 -0.469
H -2.953 0.064 -1.939
H -2.146 0.425 1.770
H -1.132 1.518 0.765
H 0.624 0.265 2.149
H -0.191 -1.168 1.932
H 1.509 -1.681 -1.859
H -0.161 -0.665 -2.027
H 1.081 1.164 -1.379
C 4.116 -0.197 0.653
C 3.009 0.744 0.114
O 2.807 0.807 -1.086
O 2.380 1.459 0.973
H 3.671 -1.237 0.423
H 4.311 0.160 1.684
H 5.043 -0.116 -0.006
H 1.794 2.025 0.450

=====

Record 4
85
Properties=species:S:1:pos:R:3 method="wB97M-V/def2-TZVPD" charge=+1 e_above_lowest_ev=1.8201 multiplicity=3 s2=2.035 homo_energy_ha="-0.383 / -0.392"
V 0.285 -2.896 -0.002
N -2.356 -5.884 0.447
C -1.315 -5.156 0.023
S -0.079 -4.742 1.218
N -1.180 -4.847 -1.231
N -0.108 -4.037 -1.466
C 0.478 -4.176 -2.618
C 1.742 -3.586 -2.918
C 2.390 -3.870 -4.132
C 3.672 -3.437 -4.366
C 4.347 -2.709 -3.383
C 3.733 -2.410 -2.187
C 2.425 -2.834 -1.934
O 1.849 -2.556 -0.771
H -2.435 -6.092 1.424
H -3.159 -5.998 -0.148
H 0.019 -4.865 -3.322
H 1.869 -4.464 -4.873
H 4.163 -3.672 -5.300
H 5.366 -2.391 -3.560
H 4.258 -1.856 -1.419
C 3.341 2.274 6.236
C 2.799 1.480 5.081
C 1.452 1.139 5.005
C 0.961 0.369 3.962
C 1.837 -0.054 2.981
C 3.191 0.259 3.038
C 3.663 1.036 4.079
S 1.374 -1.076 1.584
O 0.070 -1.750 1.912
C 1.044 0.268 0.417
C 2.151 0.532 -0.421
C 2.103 1.540 -1.333
C 0.930 2.321 -1.467
C 0.859 3.370 -2.411
C -0.285 4.103 -2.554
C -1.415 3.803 -1.770
C -1.376 2.797 -0.846
C -0.197 2.039 -0.651
C -0.120 0.993 0.326
C -1.315 0.725 1.171
C -1.709 1.632 2.193
C -0.925 2.761 2.536
C -1.327 3.609 3.527
C -2.529 3.377 4.226
C -3.301 2.292 3.925
C -2.912 1.388 2.907
C -3.696 0.253 2.594
C -3.293 -0.626 1.632
C -2.107 -0.370 0.927
S -1.626 -1.610 -0.282
O -2.689 -2.622 -0.256
C -1.755 -0.665 -1.790
C -0.660 -0.587 -2.633
C -0.771 0.123 -3.818
C -1.967 0.740 -4.168
C -2.112 1.492 -5.459
C -3.058 0.639 -3.299
C -2.961 -0.059 -2.112
H 2.561 2.861 6.719
H 4.133 2.944 5.904
H 3.769 1.602 6.982
H 0.773 1.477 5.779
H -0.086 0.092 3.915
H 3.864 -0.114 2.274
H 4.715 1.289 4.130
H 3.032 -0.090 -0.319
H 2.950 1.748 -1.974
H 1.730 3.582 -3.019
H -0.328 4.913 -3.270
H -2.323 4.378 -1.902
H -2.254 2.576 -0.255
H 0.002 2.938 2.005
H -0.722 4.469 3.784
H -2.838 4.062 5.005
H -4.222 2.098 4.460
H -4.614 0.086 3.143
H -3.857 -1.516 1.388
H 0.276 -1.067 -2.365
H 0.084 0.196 -4.481
H -1.175 1.522 -6.012
H -2.438 2.516 -5.269
H -2.867 1.018 -6.087
H -3.994 1.116 -3.562
H -3.807 -0.149 -1.441

=====

Record 5
109
Properties=species:S:1:pos:R:3 method="wB97M-V/def2-TZVPD" multiplicity=2 s2=0.754 homo_energy_ha="-0.295 / -0.316"
C 1.560 2.911 1.640
C 0.421 3.798 2.148
S -1.056 2.934 2.738
C -2.040 2.642 1.234
C -2.000 1.242 0.541
C -0.876 1.280 -0.542
C -1.274 1.282 -2.017
C -0.077 1.034 -2.936
C 0.356 -0.428 -2.992
C 1.409 -0.706 -4.063
C 1.445 -2.177 -4.488
C 2.818 -2.607 -5.006
C 3.852 -2.730 -3.889
O 4.880 -1.741 -4.099
C 5.893 -1.748 -3.211
C 6.805 -0.564 -3.398
O 6.027 -2.595 -2.368
C -1.712 0.159 1.594
C -1.858 -1.320 1.132
C -0.492 -1.927 0.813
C -2.471 -2.189 2.261
N -2.710 -1.394 -0.094
O -2.119 -1.657 -1.194
C -3.876 -0.470 -0.198
C -4.919 -0.800 0.875
C -4.533 -0.685 -1.558
C -3.420 1.005 -0.026
H 2.523 3.398 1.807
H 1.571 1.961 2.172
H 1.483 2.709 0.574
H 0.766 4.326 3.039
H 0.137 4.551 1.411
H -3.060 2.888 1.528
H -1.734 3.409 0.520
H -0.178 0.460 -0.375
H -0.294 2.188 -0.378
H -2.038 0.533 -2.222
H -1.703 2.258 -2.274
H -0.347 1.346 -3.949
H 0.765 1.662 -2.621
H 0.774 -0.723 -2.025
H -0.523 -1.055 -3.163
H 1.215 -0.084 -4.942
H 2.401 -0.415 -3.701
H 0.697 -2.360 -5.262
H 1.179 -2.807 -3.633
H 3.189 -1.893 -5.744
H 2.728 -3.565 -5.519
H 4.314 -3.714 -3.861
H 3.406 -2.546 -2.909
H 7.824 -0.861 -3.164
H 6.753 -0.174 -4.411
H 6.503 0.217 -2.700
H -2.364 0.343 2.452
H -0.688 0.284 1.944
H -0.603 -2.978 0.544
H 0.119 -1.870 1.714
H 0.004 -1.441 -0.021
H -3.455 -2.561 1.994
H -2.542 -1.643 3.202
H -1.849 -3.066 2.440
H -5.262 -1.832 0.785
H -4.547 -0.634 1.884
H -5.772 -0.135 0.736
H -3.935 -0.288 -2.373
H -4.716 -1.744 -1.737
H -5.494 -0.167 -1.557
H -3.564 1.547 -0.960
H -4.119 1.453 0.683
C -3.900 -4.749 -1.452
C -4.534 -5.593 -0.351
C -3.635 -5.761 0.873
C -2.300 -6.455 0.600
C -2.413 -7.848 -0.018
C -3.154 -8.847 0.864
H -2.983 -5.204 -1.830
H -4.579 -4.636 -2.299
H -3.644 -3.752 -1.089
H -4.809 -6.573 -0.751
H -5.470 -5.126 -0.031
H -4.183 -6.307 1.647
H -3.426 -4.773 1.294
H -1.750 -6.531 1.544
H -1.689 -5.825 -0.053
H -1.405 -8.222 -0.214
H -2.906 -7.784 -0.992
H -2.657 -8.957 1.830
H -3.194 -9.831 0.395
H -4.182 -8.533 1.053
C 1.561 7.884 3.325
C 2.801 7.891 2.436
C 3.485 6.529 2.338
C 4.006 5.971 3.664
C 5.002 6.870 4.393
C 6.277 7.137 3.599
H 1.803 7.613 4.354
H 1.089 8.867 3.350
H 0.822 7.168 2.956
H 3.509 8.640 2.802
H 2.517 8.210 1.430
H 4.306 6.592 1.618
H 2.775 5.808 1.917
H 4.480 5.003 3.469
H 3.163 5.763 4.329
H 5.265 6.397 5.342
H 4.527 7.821 4.652
H 6.790 6.202 3.363
H 6.968 7.764 4.163
H 6.067 7.648 2.658

=====

Record 6
7
Properties=species:S:1:pos:R:3 method="wB97M-V/def2-TZVPD" e_above_lowest_ev=2.3770 smiles="N=C=C=O.I" homo_energy_ha=-0.323
N 1.585 -1.307 -0.534
C 0.683 -0.502 -0.319
C 0.127 0.685 -0.312
O -0.815 1.388 -0.396
H 2.529 -0.987 -0.758
I -3.942 -0.110 -0.033
H -3.063 1.181 0.191

=====

| no. | energy (hartree) |
| --- | --- |
| 1 | -637.059919 |
| 2 | -3177.017659 |
| 3 | -708.751994 |
| 4 | -4148.685026 |
| 5 | -2016.095762 |
| 6 | -504.979885 |